(1)
71
Properties=species:S:1:pos:R:3 method="wB97M-V/def2-TZVPD" charge=-1 multiplicity=1 max_force_ha_per_bohr=0.025 e_homo_ev=-4.1 homo_lumo_gap_ev=6.854 energy_ha=-4632.031802
Ag -0.59204 -1.31714 0.58357
C 5.25623 2.17615 1.85225
C 3.83186 1.74002 2.06738
C 2.76865 2.60254 1.82090
C 1.45766 2.19540 2.01668
C 1.19736 0.90724 2.45375
C 2.24536 0.03215 2.69514
C 3.55184 0.44990 2.50843
S -0.47642 0.36803 2.80837
O -0.37069 -1.06574 3.01645
O -0.90800 1.14439 3.95346
N -1.34028 0.57829 1.51593
C -2.08366 1.65013 1.13976
C -2.02061 2.92221 1.69911
C -2.77297 3.98262 1.18129
C -3.64492 3.81227 0.13974
C -3.82974 2.52249 -0.39933
C -4.78932 2.23785 -1.39430
C -4.96924 0.95169 -1.81739
C -4.17120 -0.05731 -1.25245
N -3.24643 0.16860 -0.35439
C -3.05871 1.43131 0.08779
H 5.32091 3.25549 1.71675
H 5.67824 1.69525 0.96674
H 5.87287 1.89687 2.70802
H 2.96741 3.60866 1.46925
H 0.63895 2.87683 1.82303
H 2.01925 -0.96927 3.03689
H 4.36692 -0.24196 2.69025
H -1.37748 3.07698 2.55473
H -2.65930 4.96730 1.62043
H -4.21243 4.64523 -0.25833
H -5.38760 3.04586 -1.80047
H -5.70408 0.70412 -2.57261
H -4.28824 -1.09139 -1.56625
C -4.79334 -3.34764 2.26125
C -3.70627 -2.40921 1.75260
O -2.66598 -3.11067 1.08411
H -5.57758 -2.77944 2.76602
H -4.37027 -4.06600 2.96435
H -5.24498 -3.90010 1.43358
H -3.22559 -1.89914 2.58721
H -4.14017 -1.64624 1.10039
H -2.98635 -3.42394 0.23337
C 3.78699 -3.12495 -2.18205
Si 2.65905 -2.26064 -0.90085
C 2.97174 -3.22945 0.70793
C 3.44355 -0.53869 -0.66613
As 0.40195 -2.32964 -1.47633
Si 0.48053 -0.44310 -2.85563
C 0.49191 1.27006 -2.03291
C -1.00750 -0.49082 -4.04347
C 1.96810 -0.43744 -4.05868
H 4.83025 -3.11668 -1.85275
H 3.73385 -2.63347 -3.15683
H 3.48041 -4.16502 -2.32004
H 4.00929 -3.14724 1.04160
H 2.74033 -4.28757 0.56181
H 2.31981 -2.85734 1.50236
H 4.41128 -0.59461 -0.15946
H 2.78520 0.09393 -0.06569
H 3.59443 -0.04156 -1.62758
H -0.32690 1.33797 -1.31215
H 0.37738 2.08649 -2.75179
H 1.42467 1.42807 -1.48507
H -1.93201 -0.37726 -3.47950
H -1.04441 -1.45142 -4.56305
H -0.96775 0.30564 -4.79101
H 2.91536 -0.27767 -3.53791
H 1.85793 0.35522 -4.80388
H 2.03495 -1.39351 -4.58438

---

(2)
72
Properties=species:S:1:pos:R:3 method="wB97M-V/def2-TZVPD" charge=-1 multiplicity=5 max_force_ha_per_bohr=0.013 e_homo_ev="-3.7 / -4.5" homo_lumo_gap_ev="6.309 / 5.385" energy_ha=-5497.774985
Rh 0.61847 -0.00900 0.58066
S -0.41429 -1.76442 -0.63679
C 0.25144 -1.61175 -2.22723
C 0.13578 -2.70095 -3.11071
C 0.61502 -2.63438 -4.39775
C 1.23243 -1.46148 -4.84763
C 1.36492 -0.38611 -4.00042
C 0.88862 -0.42642 -2.67466
S 1.09277 0.98304 -1.69578
H -0.32493 -3.60621 -2.73403
H 0.52510 -3.48875 -5.05755
H 1.61782 -1.40291 -5.85845
H 1.86493 0.51785 -4.32444
N 0.86730 3.98049 3.29026
C 0.99102 2.86089 2.52298
O 1.09926 2.95649 1.31167
C 0.98317 1.54427 3.25959
C -0.00747 0.52515 2.66207
H 0.88667 4.87924 2.84180
H 0.80603 3.92945 4.28891
H 0.76917 1.73363 4.32016
H 1.99544 1.13212 3.19760
H -1.03875 0.87691 2.75154
H 0.10300 -0.41648 3.20048
C -2.87858 0.88480 -1.73235
As -1.78344 1.69402 -0.31477
C -3.29179 2.32111 0.80785
C -1.37115 3.40955 -1.26146
C -2.52655 4.19604 -1.76822
C -3.16870 5.13811 -0.96067
C -4.23277 5.89057 -1.43141
C -4.68083 5.72650 -2.73473
C -4.05332 4.79903 -3.55429
C -2.99218 4.04594 -3.07581
H -3.63531 1.58283 -2.09406
H -3.36477 -0.01389 -1.35407
H -2.22559 0.59847 -2.55842
H -3.95101 2.99678 0.26309
H -2.90216 2.83385 1.68905
H -3.86215 1.45338 1.14050
H -0.71137 3.10781 -2.07333
H -0.78169 3.98325 -0.54768
H -2.81156 5.28388 0.05307
H -4.71269 6.61048 -0.77927
H -5.50362 6.32254 -3.10923
H -4.39002 4.66482 -4.57516
H -2.50043 3.33385 -3.72912
C -0.19176 -3.74050 2.55467
C 1.15055 -3.29631 3.11015
C 1.03511 -2.89498 4.57516
O 1.58875 -2.19765 2.28859
P 3.16610 -1.92730 1.98580
S 4.27283 -1.71782 3.58405
S 3.09427 -0.46738 0.60639
O 3.63264 -3.32916 1.32824
C 3.11267 -3.86488 0.09937
C 3.93471 -3.39456 -1.09229
C 3.17968 -5.37703 0.24550
H -0.57998 -4.57874 3.13513
H -0.09448 -4.03227 1.50894
H -0.89093 -2.90289 2.59978
H 1.87753 -4.11048 3.01852
H 0.19114 -2.21579 4.71695
H 1.94529 -2.39846 4.90214
H 0.88598 -3.78626 5.18847
H 2.07062 -3.54321 -0.01834
H 4.98872 -3.61860 -0.91469
H 3.82519 -2.32255 -1.23305
H 3.60120 -3.90583 -1.99759
H 4.19903 -5.66781 0.50424
H 2.90121 -5.85790 -0.69321
H 2.51273 -5.72599 1.03532

---

(3)
68
Properties=species:S:1:pos:R:3 method="wB97M-V/def2-TZVPD" charge=+1 multiplicity=3 max_force_ha_per_bohr=0.008 e_homo_ev="-9.7 / -12.1" homo_lumo_gap_ev="5.636 / 7.997" energy_ha=-3751.483860
Pt 0.57820 0.11560 -0.33723
C -0.19917 -0.09152 1.69337
C -0.81057 -1.11056 0.88171
C -1.82433 -0.42816 0.04525
C -1.73185 0.93373 0.35427
C -0.75553 1.17342 1.37472
C -0.52287 2.48238 2.08565
C -1.63966 2.62740 3.13277
C 0.83543 2.49654 2.78374
C -0.59865 3.65768 1.11067
C -2.82132 -0.95027 -0.99344
C -2.12756 -1.41691 -2.27998
C -3.77548 0.18239 -1.39948
C -3.69495 -2.07081 -0.41664
C -0.49946 -2.58263 1.16478
C -0.44121 -3.46188 -0.08194
C 0.86965 -2.70671 1.85167
C -1.54750 -3.12012 2.15513
H 0.49485 -0.27860 2.49325
H -2.31274 1.70883 -0.11690
H -1.61494 1.80263 3.84592
H -2.62372 2.64159 2.66193
H -1.51397 3.55949 3.68610
H 0.89953 1.72676 3.55345
H 0.99343 3.46098 3.26894
H 1.64515 2.32715 2.07381
H -1.57387 3.73161 0.62793
H 0.16595 3.57023 0.33433
H -0.42184 4.59362 1.64141
H -1.60843 -0.58488 -2.75482
H -2.87488 -1.79777 -2.97859
H -1.39685 -2.20173 -2.11159
H -3.25130 1.00162 -1.89483
H -4.32391 0.58537 -0.54666
H -4.50430 -0.21169 -2.10778
H -3.14498 -2.98633 -0.22186
H -4.48123 -2.31211 -1.13342
H -4.17624 -1.75640 0.51119
H 0.27616 -3.06773 -0.80694
H -1.39945 -3.57157 -0.57906
H -0.10959 -4.46063 0.20633
H 1.66613 -2.24227 1.26397
H 1.10679 -3.76437 1.96916
H 0.87617 -2.26565 2.84723
H -2.55952 -3.08773 1.75925
H -1.53041 -2.54119 3.08039
H -1.31954 -4.15734 2.40763
C 0.74905 1.62256 -4.64118
C 0.65369 1.54223 -3.14770
N 0.61153 2.67896 -2.45272
O 0.60646 0.43185 -2.59465
H 0.76904 2.64370 -5.01379
H -0.10468 1.09625 -5.06640
H 1.64903 1.10086 -4.96378
H 0.60840 3.57151 -2.91470
H 0.49927 2.63816 -1.44813
Se 4.55736 0.11267 2.88864
N 5.74614 -0.07158 1.59360
C 5.05692 -0.13730 0.46822
C 5.63314 -0.32444 -0.83034
C 4.78479 -0.41144 -1.87707
C 3.36987 -0.29007 -1.66499
N 2.79905 -0.08921 -0.51106
C 3.63194 -0.03108 0.59627
N 3.15628 0.10021 1.81318
H 6.70593 -0.40194 -0.93819
H 5.13944 -0.56769 -2.88549
H 2.70169 -0.36567 -2.51447

---

(4)
72
Properties=species:S:1:pos:R:3 method="wB97M-V/def2-TZVPD" charge=+2 multiplicity=1 max_force_ha_per_bohr=0.033 e_homo_ev=-14.5 homo_lumo_gap_ev=7.178 energy_ha=-2210.299879
Pd 0.46307 -0.24544 1.00233
C -4.30853 2.90365 0.05995
C -4.18953 3.42215 -1.37672
C -4.16865 2.35372 -2.47563
C -2.85674 1.59515 -2.62450
N -2.65842 0.68500 -1.47718
C -1.82383 -0.30784 -1.29237
S -1.69657 -0.91808 0.38369
N -1.11126 -0.93748 -2.20148
C -1.15859 -0.83399 -3.66999
C -2.40124 -1.46309 -4.29161
C -2.53463 -2.97729 -4.10136
C -3.09231 -3.41163 -2.74494
H -4.63608 3.70367 0.72332
H -3.35169 2.55860 0.46575
H -5.05053 2.10332 0.13737
H -3.29838 4.04896 -1.46520
H -5.04579 4.06786 -1.57456
H -4.35372 2.84283 -3.43317
H -4.98187 1.63675 -2.32401
H -2.01815 2.29638 -2.64124
H -2.86061 1.02706 -3.54851
H -3.08897 1.01235 -0.62414
H -0.52072 -1.66093 -1.82048
H -0.27061 -1.34979 -4.03186
H -1.06242 0.21084 -3.95528
H -2.34366 -1.23859 -5.35944
H -3.30348 -0.97400 -3.91158
H -1.56721 -3.45703 -4.28103
H -3.20854 -3.34665 -4.87517
H -2.41261 -3.19715 -1.91767
H -3.28136 -4.48470 -2.73572
H -4.04200 -2.91133 -2.54010
N 5.07558 -2.13011 -1.65565
C 4.52905 -3.26516 -1.19260
N 5.25214 -4.38213 -1.19786
N 3.29796 -3.33525 -0.71696
C 2.48465 -2.34131 -0.59399
N 1.65527 -1.52517 -0.48942
H 6.00623 -2.10834 -2.03652
H 4.51043 -1.30332 -1.74328
H 6.17498 -4.42636 -1.59312
H 4.82449 -5.23132 -0.87012
O 0.18131 -2.31788 2.18708
H -0.71901 -2.56322 2.43634
H 0.68107 -3.13670 2.07434
N -0.49130 2.41972 -0.21976
C -0.09640 1.42959 0.22099
C 4.14589 2.20580 0.08883
C 4.52722 0.89417 0.40685
C 3.75934 0.14185 1.26132
C 2.60872 0.71399 1.86174
C 2.24312 2.04168 1.53184
C 3.01288 2.77583 0.64453
Si 1.66845 -0.24908 3.08034
C 1.04838 0.67520 4.49438
C 1.78145 0.53822 5.68169
C 1.34952 1.18370 6.82871
C 0.19529 1.95782 6.79964
C -0.54006 2.09134 5.62785
C -0.11573 1.45623 4.47292
H 4.75469 2.78803 -0.59156
H 5.43976 0.48305 -0.00569
H 4.06348 -0.86779 1.51485
H 1.39322 2.50820 2.00972
H 2.73558 3.79295 0.40373
H 2.44890 -1.42724 3.47092
H 2.69155 -0.05206 5.71377
H 1.91491 1.08210 7.74526
H -0.12601 2.47212 7.69548
H -1.44161 2.68928 5.61676
H -0.68980 1.56826 3.55919

---

(5)
65
Properties=species:S:1:pos:R:3 method="wB97M-V/def2-TZVPD" charge=-1 multiplicity=3 max_force_ha_per_bohr=0.065 e_homo_ev="-2.4 / -4.1" homo_lumo_gap_ev="4.818 / 6.503" energy_ha=-2884.801069
O -0.34130 -0.04079 -4.71384
C -0.20701 1.12004 -5.56828
C -0.02995 0.25424 -6.82088
H 0.66347 1.72305 -5.27794
H -1.11244 1.74658 -5.54340
C -0.15978 -0.94056 -5.85032
H 0.93575 0.33247 -7.31888
H -0.87870 0.38159 -7.50333
C 1.10160 -1.72749 -5.60585
H 1.94188 -1.03606 -5.50114
H 1.28151 -2.40350 -6.44585
H 1.01412 -2.30613 -4.67805
C -1.38514 -1.81241 -6.10459
H -2.29309 -1.20196 -6.19459
H -1.50615 -2.53373 -5.28565
H -1.21891 -2.36940 -7.04229
Ni -0.33120 -0.86594 2.07526
C -3.04935 -1.57755 2.57132
C -2.08006 -0.56889 2.95160
C -1.92215 0.32978 1.79138
H -1.81921 -0.28114 3.97040
C -2.82675 -0.14530 0.77090
C -3.44502 -1.33690 1.22571
H -4.18478 -1.90028 0.65503
H -3.44150 -2.36289 3.22896
H -1.44937 1.31631 1.82703
H -3.08432 0.39444 -0.14062
C 0.95118 -2.45699 2.82961
C -0.13975 -2.98547 2.08748
C -0.14578 -2.36084 0.79665
H -0.81244 -3.76703 2.43316
C 0.98558 -1.45665 0.74232
C 1.62861 -1.50148 2.01478
H 2.50791 -0.93580 2.29318
H 1.25894 -2.77803 3.82450
H -0.81213 -2.61023 -0.01945
H 1.33607 -0.89245 -0.11214
O 1.15366 -0.36504 -2.73662
C -0.19481 -0.74366 -2.34883
C -1.13729 0.46376 -2.40957
H -0.14855 -1.08573 -1.29261
H -0.53378 -1.59687 -2.96193
C -0.16686 1.65439 -2.31767
H -1.88745 0.41702 -1.60590
H -1.62440 0.49094 -3.38976
C 1.21242 1.06505 -2.59850
H -0.18530 2.04653 -1.30013
H -0.41638 2.44319 -3.03363
H 1.87938 1.30245 -1.75153
H 1.64029 1.51521 -3.49605
C 3.21486 1.41169 6.05109
Si 1.45921 1.99013 5.73573
C 0.38934 1.76393 7.25446
C 1.52695 3.80970 5.30336
C 0.69526 1.00116 4.38516
C 0.25458 0.36218 3.41573
H 3.45477 1.44033 7.11969
H 3.93683 2.05462 5.53266
H 3.38702 0.38730 5.70079
H 1.02069 1.78936 8.14891
H -0.36502 2.55279 7.35244
H -0.14364 0.80682 7.24092
H 2.40378 4.02454 4.68140
H 0.64446 4.13877 4.74458
H 1.59965 4.41681 6.21366

---

(6)
79
Properties=species:S:1:pos:R:3 method="wB97M-V/def2-TZVPD" charge=-1 multiplicity=2 max_force_ha_per_bohr=0.041 e_homo_ev="-0.5 / -4.6" homo_lumo_gap_ev="2.946 / 7.031" energy_ha=-6008.094299
Ba 0.04395 0.02461 -0.36119
C -0.00997 -2.80920 4.40291
N -0.90514 -2.48329 3.31178
C -1.55579 -3.38647 2.52431
C -2.13824 -2.66941 1.52104
N -1.82442 -1.34765 1.65248
C -1.07784 -1.26220 2.74319
P -0.57637 0.25684 3.62446
C -1.43191 1.51392 2.62253
N -1.47527 1.66317 1.31029
C -2.22122 2.77900 1.07396
C -2.63032 3.31420 2.25963
N -2.12942 2.50539 3.23700
C -2.29884 2.69804 4.66984
C 1.13444 0.57365 3.09903
N 1.61249 0.65009 1.86272
C 2.90081 1.07159 1.97740
C 3.20592 1.26610 3.29273
N 2.07755 0.96941 3.99854
C 2.00706 0.89900 5.45203
H -0.38733 -3.68368 4.92977
H 0.99207 -3.00931 4.01892
H 0.03720 -1.97613 5.10396
H -1.52750 -4.44121 2.73381
H -2.73199 -3.03246 0.69894
H -2.40272 3.12916 0.06979
H -3.21750 4.18419 2.49300
H -2.90957 3.58342 4.82520
H -2.79265 1.83810 5.12060
H -1.33600 2.84623 5.15814
H 3.52228 1.22599 1.11120
H 4.10496 1.59818 3.77852
H 2.74725 1.57612 5.87017
H 1.02206 1.19693 5.80262
H 2.21267 -0.12083 5.79975
S 1.34990 -2.88087 0.61723
C 0.13325 -3.52790 -0.42244
C -0.14246 -4.91423 -0.47668
C -1.10446 -5.39737 -1.32716
C -1.81430 -4.50994 -2.14272
C -1.50093 -3.17073 -2.03220
N -0.57182 -2.68453 -1.20812
H 0.42489 -5.57146 0.16855
H -1.31192 -6.46093 -1.36630
H -2.57599 -4.84936 -2.83006
H -2.02038 -2.43216 -2.63633
C 2.50333 3.13083 -5.03723
C 0.99903 2.96423 -4.97812
O 0.42104 3.76812 -3.93995
P 0.04044 3.09092 -2.52632
S -1.30429 1.66632 -2.79682
S 1.68398 2.63133 -1.52566
O -0.71851 4.33753 -1.85102
C -0.04147 5.32575 -1.06588
C 0.77714 6.27326 -1.91629
H 2.89608 2.58143 -5.89547
H 2.96923 2.74470 -4.13242
H 2.76559 4.18452 -5.14610
H 0.72168 1.91773 -4.82521
H 0.53354 3.30612 -5.90500
H 0.58809 4.82296 -0.32820
H -0.83932 5.85516 -0.54256
H 1.59314 5.73861 -2.40112
H 1.19895 7.05861 -1.28626
H 0.15701 6.73088 -2.68778
C 1.79735 -3.88149 -3.53219
As 3.04559 -2.45937 -3.15845
C 4.21584 -2.50047 -4.69855
C 4.15276 -3.08692 -1.71750
S 2.25374 -0.55344 -2.91448
H 2.34917 -4.77844 -3.81390
H 1.15427 -3.56065 -4.35023
H 1.19123 -4.07846 -2.65205
H 4.63219 -3.49698 -4.84344
H 5.01581 -1.77936 -4.54121
H 3.63822 -2.20394 -5.57252
H 4.64548 -4.01861 -1.99463
H 3.51573 -3.22376 -0.84219
H 4.89019 -2.31139 -1.51198

---

Relative energy (zero: lowest compared OMol25 entry of this formula, charge and spin), respectively: 0.483, 0.154, 0.316, 1.709, 0.000, 0.355 eV.